{"formula": "C7H14O", "method": "the ωB97M-V functional and the def2-TZVPD basis", "gap_ev": 9.529, "de_lowest_kj_mol": 267.28, "symbols": ["C", "H", "H", "H", "C", "H", "H", "H", "C", "C", "C", "H", "C", "H", "H", "H", "H", "H", "H", "O", "C", "H"], "positions_angstrom": [[-2.4869, 1.4519, -0.7654], [2.4827, -0.9881, -1.8767], [-1.6063, -0.4354, -1.2230], [0.8036, -0.5554, -2.0313], [0.3579, 1.2733, 1.3996], [1.1061, -2.2542, -1.7011], [-0.7041, 1.2347, 1.4860], [0.7158, 0.9022, 2.3229], [-2.0217, 0.1156, -0.3404], [1.4844, -1.1467, -1.4066], [0.5481, 0.3974, 0.2286], [1.2504, -1.2870, 2.0224], [1.3064, -0.7376, 0.0286], [0.4379, 1.0290, -0.7006], [2.7895, -1.7578, 1.2424], [0.5379, 2.2915, 1.2463], [-3.4302, 1.3426, -1.4239], [1.2875, -2.7392, 1.1278], [-2.6332, 2.2079, 0.0626], [-2.0720, -0.3419, 0.7995], [1.7014, -1.7155, 1.0652], [-1.8551, 1.7126, -1.5629]], "forces_ev_per_a": [[-2.4, 0.4, 0.2], [-0.4, -0.3, 0.7], [-0.2, -0.3, 0.7], [0.2, 0.2, 0.1], [-1.6, -1.8, 0.1], [1.2, 2.2, 1.1], [-1.1, 0.3, 0.8], [0.7, -0.3, 0.9], [-0.5, -1.2, 1.5], [-1.0, -1.9, -2.0], [3.9, 0.2, -1.9], [0.9, -0.5, -0.8], [-2.2, 0.7, -1.0], [-0.3, -1.0, 0.6], [-0.3, -0.1, -0.3], [1.0, 1.4, -0.4], [0.8, -0.1, 1.5], [0.1, 0.4, -1.1], [0.2, -0.9, -1.1], [-0.3, 0.6, -2.2], [-0.4, 0.9, 3.3], [1.4, 1.1, -0.7]], "mulliken_charge": [-0.9781, 0.3063, 0.2406, 0.3364, -1.1892, 0.2308, 0.2976, 0.3701, 0.3250, -1.2483, -0.6117, 0.2341, 1.0283, 0.4295, 0.3039, 0.3256, 0.3521, 0.3091, 0.2868, -0.5279, -1.1764, 0.3551]}

=====

{"formula": "C7H14O", "method": "the ωB97M-V functional and the def2-TZVPD basis", "gap_ev": [7.168, 7.460], "de_lowest_kj_mol": 634.14, "symbols": ["H", "H", "H", "H", "H", "H", "O", "C", "C", "H", "H", "H", "H", "H", "C", "C", "H", "H", "C", "C", "C", "H"], "positions_angstrom": [[1.0137, -1.6828, -0.7799], [2.7949, 1.5666, 0.4817], [-2.0387, 1.2199, 0.2060], [-0.6466, -1.9627, -1.2960], [0.3331, -0.7132, -2.0835], [-0.2536, 0.9079, 1.6572], [1.3572, -0.2711, 1.4624], [0.1926, 0.1724, 1.0058], [-1.2520, -1.5901, 1.4775], [2.8955, 2.7493, -0.9180], [-2.0524, -1.9479, 0.8374], [-1.6240, -1.1219, 2.3848], [-1.5479, 1.0804, -1.4855], [-0.4848, -2.3347, 1.6670], [0.1059, -1.1895, -1.1298], [1.0851, 1.6335, -0.7667], [1.8222, -0.7670, 0.7740], [0.6172, 2.1109, -1.6317], [2.3044, 1.9935, -0.3928], [-0.4281, -0.1664, -0.1718], [-1.7028, 0.5231, -0.5612], [-2.4909, -0.2104, -0.7369]], "forces_ev_per_a": [[0.0, 0.0, 0.0], [0.0, 0.0, 0.0], [0.0, 0.0, 0.0], [0.0, 0.0, 0.0], [0.0, 0.0, 0.0], [0.0, 0.0, 0.0], [0.0, 0.0, 0.0], [0.0, 0.0, -0.2], [0.0, 0.0, 0.0], [-0.1, -0.1, 0.0], [0.0, 0.0, 0.0], [0.0, 0.0, 0.0], [0.0, 0.0, 0.0], [0.0, 0.0, 0.0], [0.0, 0.0, 0.1], [0.1, 0.0, 0.0], [-0.1, 0.0, 0.0], [0.0, 0.0, 0.0], [0.0, 0.0, 0.0], [0.1, 0.0, 0.1], [0.1, 0.0, 0.1], [0.0, 0.0, 0.0]], "mulliken_charge": [0.3394, 0.2221, 0.3541, 0.3527, 0.3964, 0.4826, -0.4861, -1.0278, -1.1266, 0.2664, 0.4031, 0.3588, 0.3629, 0.3179, -1.3999, -0.1791, 0.3878, 0.1530, -0.5959, 1.4286, -1.3981, 0.3877]}